(1)
Here is a molecular structure, C26H45N13ORe from OMol25. Energies are from wB97M-V/def2-TZVPD.

Summary:
Spin multiplicity: 2
Electronic energy in Ha: -1881.68329
Maximum force in eV/A: 0.65
Charge: +4
LUMO level (spin up / spin down) in eV: -12.3 / -12.1

Geometry as XYZ:
```
86
Properties=species:S:1:pos:R:3:mulliken_spin:R:1
Re -0.540 0.210 0.006 0.792
C -3.731 -3.386 0.012 -0.001
N -4.234 -2.004 -0.050 0.042
C -5.694 -1.792 -0.112 -0.004
C -3.375 -0.997 -0.045 0.026
N -2.059 -1.136 -0.018 0.046
N -3.916 0.290 -0.069 0.001
C -3.271 1.483 -0.108 0.001
N -4.010 2.576 -0.112 0.003
N -1.923 1.574 -0.148 -0.008
H -4.580 -4.058 0.076 0.000
H -3.118 -3.532 0.902 0.001
H -3.166 -3.633 -0.889 0.001
H -6.175 -2.762 -0.197 0.000
H -5.966 -1.218 -0.997 0.002
H -6.059 -1.320 0.802 0.002
H -1.792 -2.115 -0.009 0.000
H -4.928 0.335 -0.029 0.001
H -5.021 2.556 -0.095 0.000
H -3.592 3.496 -0.123 0.000
H -1.619 2.547 -0.175 0.006
C 1.039 0.629 5.194 0.001
N 0.674 0.858 3.786 -0.004
C 1.100 2.162 3.261 -0.004
C 0.031 -0.059 3.068 0.039
N 0.310 -0.296 1.718 0.044
C 1.655 -0.137 1.112 -0.071
C 2.840 -0.479 1.977 -0.004
C 3.646 -1.341 1.373 -0.001
C 3.923 -0.809 -1.148 0.004
C 2.781 -0.482 -2.083 0.026
C 1.606 -0.591 -1.469 -0.025
N 0.271 -0.210 -1.783 0.080
C -0.116 0.061 -3.095 0.038
N -1.140 -0.608 -3.614 0.009
C -1.939 -0.080 -4.730 0.001
C -1.497 -1.964 -3.201 -0.006
N 0.576 0.936 -3.820 -0.002
C 1.190 2.123 -3.230 -0.002
C 0.794 0.782 -5.269 0.001
N -0.864 -0.854 3.643 0.005
C -1.592 -0.443 4.855 0.000
C -1.191 -2.188 3.154 -0.006
H 2.096 0.874 5.297 0.000
H 0.891 -0.415 5.455 0.000
H 0.465 1.271 5.861 0.000
H 2.171 2.195 3.049 0.000
H 0.869 2.905 4.023 0.000
H 0.535 2.402 2.365 -0.001
H 2.996 -0.037 2.946 0.000
H 4.567 -1.714 1.798 0.000
H 4.706 -1.387 -1.634 0.002
H 2.952 -0.118 -3.085 0.000
H -1.875 1.004 -4.749 0.000
H -2.973 -0.377 -4.561 0.001
H -1.617 -0.488 -5.686 0.000
H -0.703 -2.395 -2.598 -0.001
H -1.627 -2.568 -4.098 0.000
H -2.439 -1.958 -2.653 0.001
H 0.802 2.270 -2.226 -0.001
H 0.925 2.986 -3.841 0.000
H 2.276 2.033 -3.208 0.000
H 0.587 -0.240 -5.569 0.000
H 1.844 0.996 -5.459 0.000
H 0.185 1.480 -5.842 0.000
H -1.572 0.639 4.947 0.000
H -1.162 -0.896 5.748 0.000
H -2.622 -0.781 4.756 0.000
H -0.367 -2.590 2.570 -0.001
H -2.105 -2.164 2.559 0.002
H -1.359 -2.832 4.016 0.001
N 5.778 3.056 0.369 0.000
C 4.566 2.622 0.706 0.001
O 3.902 3.037 1.649 0.000
C 3.903 1.530 -0.096 0.002
C 4.533 0.460 -0.582 -0.003
C 3.222 -1.656 -0.029 0.001
C 1.754 -1.180 -0.079 0.022
N 1.482 1.162 0.421 -0.025
C 2.442 1.811 -0.109 -0.016
H 6.225 3.748 0.956 0.000
H 6.271 2.727 -0.445 0.000
H 5.614 0.452 -0.482 0.000
H 3.307 -2.711 -0.284 0.001
H 1.067 -2.014 0.104 -0.022
H 2.163 2.740 -0.603 0.002
```


(2)
Here is a molecular structure, C26H45N2O6P2Zn from OMol25. Energies are from wB97M-V/def2-TZVPD.

Summary:
Electronic energy in Ha: -4041.01762
Maximum force in eV/A: 0.84
Charge: -1
LUMO level in eV: 2.8

Geometry as XYZ:
```
82
Properties=species:S:1:pos:R:3:mulliken_charge:R:1
Zn -0.354 0.895 -0.737 0.425
C -4.501 1.652 -1.315 -1.560
C -3.010 1.930 -1.313 0.809
O -2.272 0.897 -1.191 -0.577
C -2.582 3.240 -1.474 -1.508
C -1.218 3.650 -1.578 1.310
C -0.909 5.066 -1.991 -1.431
N -0.262 2.815 -1.331 0.989
N 1.052 3.217 -1.504 -0.645
C 1.831 2.168 -1.595 0.288
O 1.441 0.935 -1.578 -0.691
C 3.291 2.425 -1.748 0.229
C 4.135 1.354 -2.035 -0.324
C 5.501 1.549 -2.168 -0.653
C 6.042 2.817 -2.006 -0.333
C 5.205 3.889 -1.724 -0.672
C 3.839 3.696 -1.595 -0.302
H -4.773 1.161 -2.252 0.357
H -5.085 2.564 -1.206 0.367
H -4.732 0.958 -0.506 0.306
H -3.336 4.003 -1.611 0.159
H -1.826 5.610 -2.209 0.414
H -0.267 5.068 -2.872 0.300
H -0.366 5.568 -1.188 0.256
H 3.693 0.373 -2.146 0.518
H 6.145 0.708 -2.397 0.384
H 7.111 2.966 -2.095 0.359
H 5.624 4.881 -1.603 0.368
H 3.173 4.520 -1.376 0.427
C -2.809 0.789 3.504 -1.599
C -2.259 0.878 2.083 -0.273
P -0.496 1.399 1.882 1.086
C -0.544 3.021 2.798 -0.766
C 0.737 3.830 2.576 -1.160
C 0.338 0.300 3.112 -0.392
C 1.856 0.246 2.932 -1.344
H -3.858 0.486 3.475 0.458
H -2.755 1.750 4.021 0.325
H -2.266 0.050 4.095 0.292
H -2.848 1.588 1.497 0.260
H -2.342 -0.085 1.580 0.060
H -0.715 2.861 3.866 0.453
H -1.399 3.577 2.400 0.385
H 1.589 3.352 3.061 0.281
H 0.644 4.841 2.980 0.384
H 0.959 3.901 1.509 0.216
H -0.071 -0.691 2.928 0.077
H 0.074 0.620 4.123 0.529
H 2.095 -0.008 1.898 0.242
H 2.293 -0.517 3.582 0.387
H 2.328 1.201 3.168 0.314
C 0.706 -5.042 1.348 -1.395
C -0.561 -4.279 1.739 1.628
C -0.687 -4.214 3.261 -1.831
C -1.794 -4.959 1.143 -1.454
O -0.427 -2.917 1.323 -0.051
P -0.858 -2.240 -0.084 -0.183
O -2.294 -2.391 -0.388 -0.853
O -0.238 -0.867 0.034 0.440
O 0.059 -3.127 -1.091 -0.149
C -0.098 -3.093 -2.519 1.901
C -0.391 -1.682 -3.028 -1.420
C -1.223 -4.050 -2.916 -1.788
C 1.237 -3.580 -3.077 -1.816
H 0.682 -6.058 1.746 0.423
H 1.582 -4.521 1.740 0.300
H 0.787 -5.073 0.263 0.141
H -0.764 -5.218 3.681 0.449
H -1.577 -3.644 3.529 0.376
H 0.187 -3.714 3.684 0.318
H -1.880 -5.976 1.530 0.475
H -1.714 -4.986 0.057 0.184
H -2.690 -4.392 1.392 0.338
H -1.331 -1.318 -2.606 0.294
H -0.464 -1.682 -4.116 0.525
H 0.408 -1.003 -2.722 0.130
H -2.147 -3.729 -2.434 0.321
H -0.984 -5.066 -2.591 0.346
H -1.360 -4.050 -3.999 0.451
H 2.027 -2.889 -2.779 0.330
H 1.198 -3.635 -4.166 0.392
H 1.472 -4.569 -2.678 0.397
```


Which value of charge does entry 2 give? -1